Record 1
Below is C15H14N5OPd as an isolated structure, with properties calculated with ωB97M-V/def2-TZVPD.

Structure (XYZ):
```
36
Properties=species:S:1:pos:R:3:forces:R:3
Pd -0.178999 0.322560 -0.189562 0.211 0.367 -0.409
O -2.346183 1.266667 2.953318 0.008 0.068 -0.006
C -1.892214 1.155148 1.831700 -0.039 -0.025 0.028
N -0.593621 1.224960 1.468359 -0.138 -0.097 -0.123
C 0.453976 1.242857 2.467790 -0.019 0.049 0.040
C 1.721144 0.697801 1.868878 -0.036 0.217 -0.104
C 2.858578 0.455346 2.623078 0.055 0.115 -0.018
C 4.029562 0.091989 1.985251 -0.003 0.012 0.041
C 4.047768 -0.008742 0.600421 -0.004 0.059 -0.054
C 2.874247 0.202577 -0.088625 0.014 -0.053 0.040
N 1.731191 0.526283 0.528744 -0.105 -0.554 0.345
C -2.783418 0.946980 0.620927 0.059 0.156 -0.061
C -4.135277 1.207204 0.656640 -0.027 -0.020 0.000
C -4.860693 1.108364 -0.522280 -0.001 0.010 0.018
C -4.208559 0.761111 -1.694845 0.032 -0.018 -0.006
C -2.851199 0.493711 -1.653258 -0.074 -0.174 0.019
N -2.164479 0.572006 -0.515499 -0.008 -0.058 0.310
H 0.161913 0.687917 3.364015 -0.010 -0.035 -0.027
H 0.660116 2.270800 2.788955 -0.001 -0.024 0.070
H 2.818096 0.573068 3.697176 0.002 0.000 0.001
H 4.926821 -0.095695 2.559508 0.000 -0.004 0.000
H 4.952789 -0.253262 0.064049 -0.003 -0.010 -0.001
H 2.824922 0.119370 -1.165260 -0.002 -0.076 0.005
H -4.580425 1.493523 1.599294 0.003 -0.005 0.003
H -5.922438 1.314497 -0.529620 -0.001 -0.005 0.002
H -4.738576 0.688726 -2.633301 0.003 0.009 -0.003
H -2.296618 0.196433 -2.532524 -0.009 -0.010 -0.001
N 1.603566 -2.227698 -3.018103 -0.015 -0.009 -0.020
C 1.261427 -3.086677 -2.002625 -0.031 -0.008 -0.010
C 0.462542 -2.370947 -1.170967 -0.088 -0.092 -0.145
N 0.309448 -1.091574 -1.673321 0.335 0.063 0.122
C 1.018982 -1.041970 -2.782282 -0.204 0.091 -0.137
H 2.171480 -2.449980 -3.818946 -0.017 -0.008 -0.012
H 1.599123 -4.106505 -1.970390 0.001 -0.001 0.002
H -0.033986 -2.690357 -0.271618 0.046 0.028 0.035
H 1.098991 -0.196490 -3.445077 0.063 0.041 0.057
```
Positions in Å, forces in eV/Å.

Computed properties:
Relative energy (zero: lowest compared OMol25 entry of this formula, charge and spin) ... 0.427 eV
Maximum force ... 0.0129 hartree/bohr
HOMO level ... -0.42730 hartree
Total charge ... +1
2S+1 ... 1
Molar mass ... 386.731 g/mol

=====

Record 2
Below is C15H15ClIN4O2PdSbSe5 as an isolated structure, with properties calculated with ωB97M-V/def2-TZVPD.

Structure (XYZ):
```
45
Properties=species:S:1:pos:R:3:forces:R:3
Pd -0.558324 0.846584 0.506526 0.083 -1.774 1.481
Cl 5.475821 0.311573 4.632142 -0.063 -0.023 -0.061
C 4.228488 0.398613 3.420100 0.049 0.014 0.043
C 4.569508 0.734384 2.100515 0.011 0.013 -0.042
C 3.604090 0.844764 1.137217 0.071 -0.003 0.072
C 2.237218 0.621044 1.432912 -0.089 0.112 -0.255
O 1.418511 0.797489 0.432988 0.239 -0.064 0.167
C 1.911719 0.241076 2.755802 -0.172 -0.020 0.279
C 0.597673 -0.089162 3.225706 0.170 0.012 -0.093
O -0.435363 -0.233210 2.564168 -0.431 0.266 0.067
C 2.926784 0.161786 3.739858 0.057 0.011 -0.040
H 5.605917 0.926715 1.855079 -0.008 0.013 0.004
H 3.848252 1.152386 0.129489 -0.013 0.029 0.004
H 0.526882 -0.244028 4.312647 0.016 -0.134 -0.020
H 2.657862 -0.097494 4.756351 -0.015 -0.002 -0.008
Se -0.423311 2.890024 1.927547 0.009 -0.085 -0.640
Sb -0.064986 3.503525 -0.549676 0.009 1.034 -0.346
Se -2.053284 4.611006 -1.168888 -0.373 0.190 -0.191
Se 2.148185 4.227124 -0.843364 0.423 0.034 -0.085
Se -0.342948 1.185176 -1.873132 -0.174 0.469 -0.017
C 2.243123 -1.849360 -1.701107 -0.206 0.082 -0.124
N 0.972453 -1.967621 -2.421257 0.224 -0.107 0.015
C 0.827756 -2.106151 -3.781632 -0.008 0.051 0.075
C -0.499402 -2.095734 -4.040552 -0.035 0.029 0.086
N -1.142459 -1.957862 -2.830454 -0.170 -0.061 -0.080
C -2.583647 -1.790111 -2.659454 0.188 -0.030 -0.044
C -0.233518 -1.871502 -1.848814 -0.076 0.136 0.207
Se -0.553700 -1.645061 -0.003329 -0.096 -0.109 -0.419
H 3.032432 -1.749068 -2.440415 0.029 -0.009 0.022
H 2.405408 -2.733188 -1.089565 0.022 0.005 0.022
H 2.197684 -0.958329 -1.077185 0.040 0.003 0.006
H 1.673820 -2.186059 -4.439635 -0.007 -0.008 0.002
H -1.039562 -2.163323 -4.967306 0.010 -0.012 0.000
H -3.083805 -2.304174 -3.475666 -0.038 0.008 0.013
H -2.824215 -0.728402 -2.672409 -0.017 0.016 0.009
H -2.876455 -2.218901 -1.705936 -0.020 -0.002 0.004
I -6.607445 1.158368 -0.657486 -0.304 0.053 -0.154
C -4.793766 0.962501 0.250140 0.384 -0.031 0.156
C -4.541660 0.510740 1.526496 -0.028 -0.022 0.092
N -3.211756 0.543271 1.700322 0.053 -0.062 -0.148
N -2.600754 0.986771 0.596199 0.320 -0.195 -0.110
C -3.534679 1.252578 -0.298125 -0.003 0.175 0.012
H -5.205124 0.184333 2.308803 -0.003 0.012 -0.010
H -2.641233 0.256600 2.483211 -0.009 0.008 0.077
H -3.258196 1.680311 -1.248817 -0.049 -0.022 -0.024
```
Positions in Å, forces in eV/Å.

Computed properties:
Relative energy (zero: lowest compared OMol25 entry of this formula, charge and spin) ... 1.160 eV
Maximum force ... 0.0450 hartree/bohr
HOMO level (alpha / beta) ... -0.26092 / -0.26092 hartree
2S+1 ... 1
Molar mass ... 1068.648 g/mol

=====

Question: The highest molar mass belongs to which entry?
Answer: C15H15ClIN4O2PdSbSe5